Entry 1:
A molecular structure, C19H41BN6Si4Ti, computed with the ωB97M-V functional and the def2-TZVPD basis.

```
72
Properties=species:S:1:pos:R:3
C 2.50825 -1.45620 -1.77304
N 1.18014 -1.20082 -2.02640
N 1.02543 -0.81639 -3.34109
C 2.24343 -0.88367 -3.94168
C 3.20932 -1.23969 -2.98200
B -0.38680 -0.68701 -4.03304
N -1.36529 -1.84255 -3.69070
N -1.65153 -2.25440 -2.41313
C -2.38112 -3.43549 -2.50638
C -2.54520 -3.75283 -3.85719
C -1.85972 -2.75615 -4.57552
Ti -0.53019 -1.67564 -0.69195
N -1.11398 0.71706 -3.90640
N -1.65046 1.00925 -2.67300
C -2.28348 2.16806 -2.77026
C -2.17462 2.65494 -4.08087
C -1.42070 1.72123 -4.78570
H -2.78226 2.58425 -1.90062
H -1.10289 1.58822 -5.79993
H -2.64717 3.59151 -4.46811
H -0.13600 -0.86678 -5.20795
H -1.69159 -2.67573 -5.61990
H 2.35370 -0.70278 -5.00591
H -3.05895 -4.60089 -4.27445
H 4.27309 -1.35700 -3.10982
H -2.64116 -4.05249 -1.63647
H 2.84683 -1.89872 -0.79846
H -2.25657 -1.31566 -0.00642
C -2.03256 -2.30146 0.46428
H -2.66805 -3.00849 -0.10506
H -0.92830 -2.84056 0.31003
H -2.02663 -2.15534 1.51754
C -2.74935 0.10802 2.98907
Si -0.90273 -0.21294 3.21171
C -0.37196 0.79073 4.71453
C -0.65859 -2.04559 3.61622
Si 0.15523 0.05699 1.12694
Si 0.05681 2.40089 0.96403
C 0.93496 3.40802 2.31006
C 0.83983 2.90976 -0.67117
C -1.75263 2.91453 0.94953
Si 2.37723 -0.06417 1.91535
C 2.80366 0.65128 3.61908
C 2.80475 -1.89838 2.02634
C 3.52089 0.82985 0.70712
H -3.28053 -0.46293 3.76555
H -3.12970 -0.20938 2.00949
H -2.98133 1.17327 3.13029
H -1.16790 0.66642 5.46694
H 0.56296 0.42587 5.15677
H -0.27006 1.86314 4.51021
H 0.37567 -2.25317 3.92061
H -1.32316 -2.27481 4.46688
H -0.91136 -2.73074 2.79676
H 2.00317 3.16888 2.39887
H 0.85657 4.46894 2.01609
H 0.46838 3.30345 3.29789
H 0.37310 2.37421 -1.50756
H 0.66788 3.98920 -0.81530
H 1.91881 2.71467 -0.70612
H -2.40127 2.14614 0.51153
H -2.10567 3.13805 1.96625
H -1.84169 3.82835 0.34186
H 2.53387 -0.05244 4.41816
H 3.89576 0.79425 3.65741
H 2.33190 1.61893 3.82767
H 2.59327 -2.43849 1.09415
H 3.88470 -1.98161 2.23350
H 2.25798 -2.39901 2.83832
H 3.41048 0.45566 -0.31978
H 3.35583 1.91571 0.70463
H 4.55928 0.65061 1.02973
```

Output
**E_tot**: -84595.1064 eV
**Orbital gap (spin up / spin down)**: 5.7 / 4.0 eV
**Spin multiplicity**: 3
**Total charge**: +2

Atomic partial charges in e from the Mulliken method, atoms 1 to 2: atom 1 (C): -0.656, atom 2 (N): 0.787

***

Entry 2:
9 unconnected molecules or ions with the total composition C19H41Br14Cl2NO, computed with the ωB97M-V functional and the def2-TZVPD basis.

```
78
Properties=species:S:1:pos:R:3
Br -1.68405 -2.54520 2.21463
C -2.52346 -3.70699 0.84225
C -2.16175 -5.14403 1.18129
Br -3.13264 -5.72682 2.79848
H -2.02240 -3.43022 -0.08266
H -3.59520 -3.57507 0.75607
H -1.13111 -5.31554 1.46516
H -2.44761 -5.83007 0.38697
Br -6.16811 0.72969 0.77574
C -5.25607 1.69077 -0.69949
C -6.34481 2.41865 -1.42286
Br -5.46739 3.43444 -2.91955
H -4.75331 0.97071 -1.33988
H -4.44871 2.30487 -0.31000
H -6.85393 3.20091 -0.87080
H -7.10953 1.76138 -1.82422
Br 3.70402 4.26658 -0.38244
C 2.28700 3.54353 -1.53039
C 2.90825 2.80510 -2.69991
Br 1.53645 2.01705 -3.84964
H 1.65559 4.36598 -1.86873
H 1.60614 2.92886 -0.94652
H 3.47315 1.99096 -2.24160
H 3.57066 3.32770 -3.37752
Br 1.57492 -4.31926 0.82181
C 3.33806 -3.83033 1.59161
C 4.11630 -3.05340 0.55995
Br 5.95479 -2.79642 1.23126
H 3.81995 -4.78279 1.79082
H 3.14389 -3.30246 2.51733
H 3.68417 -2.06634 0.42293
H 4.16556 -3.57049 -0.39233
Br 5.57980 -2.84790 -3.58526
C 4.03953 -4.06949 -3.65608
C 4.42782 -5.53006 -3.71044
Br 2.84680 -6.67846 -3.44710
H 3.52030 -3.78599 -4.56861
H 3.33070 -3.87342 -2.85668
H 5.10457 -5.85143 -2.92653
H 4.85275 -5.77874 -4.67782
Br 2.26066 0.64395 1.13868
C 1.28881 0.16230 2.74565
C 1.28086 1.32543 3.72756
Br 0.28687 0.70986 5.30985
H 1.74097 -0.72085 3.18592
H 0.28341 -0.08732 2.41733
H 0.60676 2.12384 3.43742
H 2.26673 1.60648 4.06989
Br 2.02806 -1.52590 -1.94148
C 0.15118 -1.12336 -2.14083
C -0.39472 -0.66947 -0.80048
Br -2.37711 -0.56329 -0.99713
H -0.35576 -1.99769 -2.53380
H 0.05447 -0.29846 -2.83756
H -0.05151 0.33289 -0.56590
H -0.17682 -1.32593 0.03725
C -1.17404 2.17435 1.31589
C -1.22597 3.62048 1.77292
C -1.22571 3.85594 3.27433
O 0.03501 3.51298 3.83648
C 0.15199 3.94916 5.17574
N -0.12876 4.35882 1.09365
H -1.64910 2.08950 0.33785
H -1.86098 1.57158 1.92563
H -0.18981 1.71227 1.36052
H -2.15193 4.09454 1.42652
H -2.00097 3.25404 3.76989
H -1.37324 4.93540 3.43521
H -0.66133 3.58488 5.81221
H 0.11046 5.04311 5.23125
H 1.10707 3.57649 5.53583
H -0.20117 5.33552 1.36038
H 0.73329 3.97064 1.46826
C -3.36476 -0.01241 -5.01143
Cl -1.58649 0.02285 -5.08287
Cl -4.04048 1.35327 -5.92441
H -3.63212 -0.91258 -5.55148
H -3.70488 -0.02950 -3.98400
```

Output
**E_tot**: -1029545.4617 eV
**Orbital gap**: 9.9 eV
**Energy above the lowest of the compared OMol25 structures with the same formula, charge and spin**: 0.0 kcal per mole

Atomic partial charges in e from the Mulliken method, atoms 1 to 2: atom 1 (Br): -0.079, atom 2 (C): -0.449

***

Entry 3:
5 unconnected molecules or ions with the total composition C19H41F5NO18P4, computed with the ωB97M-V functional and the def2-TZVPD basis.

```
88
Properties=species:S:1:pos:R:3
C -7.13971 1.37187 -4.84321
C -6.57116 2.08207 -4.05138
C -5.72248 2.80163 -3.02031
N -5.66279 1.93150 -1.83868
C -4.43487 2.06570 -1.06368
C -3.89047 3.54026 -1.02323
O -2.67203 3.76447 -1.18046
O -4.69309 4.45479 -0.79288
C -3.34113 1.02757 -1.41767
F -3.88792 -0.21660 -1.13473
F -2.26815 1.11762 -0.61810
C -2.92215 0.94313 -2.90956
F -2.41680 2.05346 -3.39582
F -3.87367 0.45236 -3.69497
F -1.90574 0.02772 -2.96911
H -7.65886 0.53886 -5.27656
H -6.26273 3.72111 -2.77042
H -4.75341 2.97310 -3.51291
H -5.86877 0.96511 -2.05811
H -4.70846 1.84771 -0.01288
C 4.91024 -1.06750 -0.49183
O 3.52861 -1.17048 -0.14805
P 2.51222 -1.55041 -1.30972
O 2.78746 -2.81621 -1.98753
O 2.51355 -0.28959 -2.27486
C 2.34327 1.02128 -1.71643
O 1.11935 -1.45911 -0.56774
C -0.05929 -1.69248 -1.34236
H 5.48913 -1.68114 0.19675
H 5.10224 -1.39754 -1.51337
H 5.21901 -0.02689 -0.38864
H 3.29759 1.54594 -1.71129
H 1.95132 0.97785 -0.70015
H 1.64089 1.56993 -2.34030
H -0.22146 -0.85627 -2.01504
H -0.90643 -1.76499 -0.66480
H 0.02020 -2.61887 -1.91461
C 3.23995 -1.84230 7.30495
O 2.95006 -1.53715 5.94053
P 2.64548 -2.75432 4.96772
O 1.53530 -3.61512 5.36485
O 4.03942 -3.52795 4.84756
C 5.22599 -2.78533 4.57145
O 2.48163 -2.01477 3.58043
C 2.23216 -2.83859 2.43479
H 2.59316 -1.24277 7.94228
H 3.08412 -2.89827 7.52933
H 4.27989 -1.58339 7.50823
H 5.81859 -2.70714 5.48384
H 5.00544 -1.78464 4.19843
H 5.80140 -3.32309 3.81927
H 3.13531 -3.39334 2.17308
H 1.96177 -2.19622 1.60224
H 1.41409 -3.53362 2.62752
C 5.47313 6.16850 0.19981
O 4.09051 5.99077 0.50532
P 3.12932 5.55482 -0.68339
O 3.48860 4.31224 -1.36152
O 3.10072 6.82206 -1.65536
C 2.86741 8.11751 -1.10476
O 1.71711 5.56262 0.02398
C 0.57193 5.24455 -0.79422
H 6.06489 5.58839 0.90545
H 5.71170 5.84829 -0.81529
H 5.72300 7.22468 0.30907
H 3.80710 8.67134 -1.08483
H 2.45808 8.06587 -0.09554
H 2.15985 8.64117 -1.74540
H 0.36682 6.06627 -1.48139
H -0.28639 5.10776 -0.14286
H 0.73957 4.32661 -1.35543
C -2.91987 -4.79079 -2.69336
O -3.20438 -5.72671 -1.64742
P -4.20163 -5.26040 -0.50685
O -5.52829 -4.85151 -0.95598
O -3.40979 -4.11958 0.27429
C -2.06014 -4.35873 0.67854
O -4.16835 -6.51029 0.47322
C -4.94825 -6.40806 1.66454
H -3.08964 -5.27618 -3.65205
H -3.54630 -3.90040 -2.62662
H -1.87232 -4.49656 -2.62325
H -1.38851 -3.80641 0.02320
H -1.80375 -5.41819 0.64488
H -1.93509 -3.99914 1.69880
H -4.48615 -5.69874 2.35369
H -4.97790 -7.38841 2.13446
H -5.96617 -6.09105 1.43581
```

Output
**E_tot**: -109465.5032 eV
**Orbital gap**: 6.9 eV
**Total charge**: -1

Atomic partial charges in e from the Mulliken method, atoms 1 to 2: atom 1 (C): -0.113, atom 2 (C): -0.650